C6H12O | ωB97M-V/def2-TZVPD

Atoms and positions in Å:
C 2.15898 -0.26942 -0.54436
C 1.06957 0.32367 0.35085
C -0.36434 -0.12672 0.03884
C -0.62356 -0.80176 -1.29546
C -1.22930 -0.57637 1.19760
C -1.47863 0.75004 0.56480
O -1.17949 1.87101 1.34284
H 2.03566 0.03407 -1.58993
H 2.17158 -1.36453 -0.51359
H 3.14298 0.08136 -0.21432
H 1.12958 1.41881 0.28677
H 1.30512 0.08533 1.39482
H -0.29890 -0.18244 -2.14022
H -0.10807 -1.76662 -1.36659
H -1.69489 -0.99570 -1.42275
H -0.78629 -0.54774 2.19018
H -1.95284 -1.37272 1.03994
H -2.36813 0.85557 -0.06052
H -0.92905 2.58412 0.74108

Calculated values
M (g mol⁻¹): 100.16
Strongest force on any atom (eV Å⁻¹): 0.3
Total energy (eV): -8463.134
Orbital gap (eV): 10.3
HOMO level (eV): -9.351

Here are the natural (NBO) charges for atoms 1 to 8, given in e: C -0.60; C -0.39; C -0.08; C -0.60; C -0.43; C 0.08; O -0.70; H 0.20

***

C4H7FO | ωB97M-V/def2-TZVPD

Atoms and positions in Å:
C 0.82471 1.94982 0.77195
C 0.24880 0.97407 0.06724
F 0.50678 0.93638 -1.27778
C -0.61339 -0.16021 0.41717
C -0.28619 -1.56827 -0.25238
O -0.36626 -1.54494 -1.63806
H 1.47371 2.65959 0.28039
H 0.68214 2.06077 1.86581
H -1.64245 0.16177 0.05620
H -0.68889 -0.31090 1.50420
H 0.64259 -1.98410 0.11897
H -1.06112 -2.24826 0.12464
H 0.27954 -0.92572 -2.03836

Calculated values
M (g mol⁻¹): 90.10
Strongest force on any atom (eV Å⁻¹): 1.9
Total energy (eV): -9025.390
Orbital gap (eV): 10.6
HOMO level (eV): -9.660

Here are the natural (NBO) charges for atoms 1 to 8, given in e: C -0.50; C 0.41; F -0.37; C -0.51; C -0.04; O -0.72; H 0.22; H 0.22

***

CH2Cl2O2P2 | ωB97M-V/def2-TZVPD

Atoms and positions in Å:
C -0.28025 1.21916 1.01519
O 4.78496 1.09428 -0.12467
O 1.64941 1.90356 -0.70952
P 0.17650 1.91492 -0.46684
P 3.59153 0.31402 0.01707
Cl 3.24392 -0.86068 -1.57242
Cl 3.36884 -0.92462 1.66273
H -1.17233 1.06208 1.48205
H 0.41506 0.65208 1.47473

Calculated values
M (g mol⁻¹): 178.88
Strongest force on any atom (eV Å⁻¹): 3.6
Total energy (eV): -48785.266
Orbital gap (alpha / beta) (eV): 5.6 / 8.4
HOMO level (alpha / beta) (eV): -8.708 / -10.360

Here are the natural (NBO) charges for atoms 1 to 8, given in e: C -0.78; O -0.99; O -0.96; P 1.25; P 1.58; Cl -0.25; Cl -0.28; H 0.22

***

C46H102BIN13O6P5 | ωB97M-V/def2-TZVPD

Atoms and positions in Å:
C 4.79912 -3.57386 1.77490
C 4.93868 -2.74898 3.05858
C 4.37693 -1.30924 2.92341
C 3.13339 -1.05226 3.79737
C 3.13470 0.33712 4.50203
C 1.85422 1.16642 4.23399
C 2.11246 2.52451 3.53472
C 1.31697 2.72459 2.22496
C 1.29084 1.48682 1.36896
N 0.18035 0.79861 1.35960
C 0.19650 -0.35518 0.61426
C -0.97962 -1.15996 0.59824
C -2.18176 -0.66157 1.37699
C -2.40843 -1.42269 2.68601
C -3.57288 -0.75417 3.45808
C -4.92506 -1.35151 3.10042
O -5.38049 -2.21543 4.15580
C -1.00606 -2.36532 -0.10753
P -2.57754 -3.33621 -0.02880
C -3.48309 -3.42631 -1.63880
C -2.83778 -4.13465 -2.85708
C -2.30302 -5.01612 0.71935
C -2.68009 -6.23085 -0.14331
C 0.19192 -2.76224 -0.79977
C 0.21476 -4.08590 -1.52937
C 0.27718 -3.89552 -3.04539
O 0.13173 -2.83966 -3.53440
I 0.61210 -5.59606 -4.31554
C 1.31876 -1.95879 -0.80134
P 2.87405 -2.34636 -1.70222
N 3.11509 -1.39228 -2.92729
C 1.33976 -0.73872 -0.08310
N 2.49553 -0.00693 -0.11587
C 2.44392 1.08225 0.60741
B 3.77279 1.97376 0.61160
O 4.69287 1.88528 1.60346
N 4.01662 2.87377 -0.52132
C 2.77388 3.43959 -1.07643
C 4.64405 2.05502 -1.60457
H 5.47811 -3.19802 1.00834
H 3.77322 -3.56620 1.39833
H 5.07301 -4.61312 1.97366
H 6.01204 -2.68278 3.25890
H 4.50205 -3.26954 3.91234
H 5.18957 -0.63351 3.19559
H 4.17773 -1.11310 1.86611
H 3.12603 -1.82375 4.56988
H 2.21913 -1.17818 3.21119
H 4.02898 0.88199 4.19705
H 3.25511 0.14910 5.57062
H 1.44503 1.39452 5.22204
H 1.10750 0.54721 3.73986
H 3.18465 2.64941 3.40026
H 1.81051 3.31456 4.22623
H 0.29025 2.95898 2.50652
H 1.71835 3.59124 1.69390
H -2.08992 0.39134 1.62726
H -3.05140 -0.78127 0.72815
H -2.70779 -2.45974 2.53304
H -1.51564 -1.41856 3.31676
H -3.40897 -0.88346 4.52942
H -3.57997 0.31741 3.24979
H -5.66633 -0.55028 2.99354
H -4.91742 -1.90838 2.15655
H -6.32601 -2.32189 4.02464
H -3.76393 -2.42361 -1.96028
H -4.41326 -3.95776 -1.42612
H -2.26681 -5.02309 -2.60762
H -2.28505 -3.40667 -3.44391
H -3.65196 -4.47666 -3.50605
H -2.94649 -5.04336 1.60104
H -1.28144 -5.06759 1.10518
H -3.63766 -6.09041 -0.64109
H -1.86609 -6.43912 -0.84007
H -2.79059 -7.10473 0.50234
H 1.15138 -4.58392 -1.26336
H -0.57786 -4.76306 -1.22214
H 2.82616 -3.66623 -2.19574
H 3.90130 -2.23664 -0.73988
H 2.36128 -0.72422 -3.02491
H 5.31896 2.61324 1.49211
H 2.12886 2.69812 -1.56728
H 2.18162 3.98776 -0.34302
H 3.05123 4.16218 -1.85073
H 5.57333 2.52861 -1.93306
H 4.87571 1.03165 -1.29785
H 3.99597 1.99214 -2.47876
C -6.95582 -10.09771 2.83866
N -5.52386 -10.01057 2.69755
C -5.01939 -10.64045 1.49051
P -4.36944 -9.15177 3.63632
O -4.11704 -7.98352 2.72186
N -4.99073 -8.24128 4.96689
C -6.27631 -8.44455 5.59858
C -4.68187 -6.81114 4.97900
N -4.06287 -10.48365 4.64490
C -4.81351 -11.71741 4.74670
C -3.16731 -10.25302 5.77995
H -7.28039 -11.14828 2.86772
H -7.47523 -9.60989 2.00492
H -7.33061 -9.64967 3.75275
H -4.43153 -11.54146 1.72212
H -4.37608 -9.95772 0.92626
H -5.82950 -10.93821 0.82577
H -7.09659 -8.01542 5.00970
H -6.29275 -7.95791 6.57809
H -6.48172 -9.49730 5.79905
H -5.34122 -6.24058 4.31388
H -3.65428 -6.62845 4.67896
H -4.79090 -6.41344 5.99117
H -5.79529 -11.56866 5.20486
H -4.27343 -12.43914 5.36244
H -4.94441 -12.20362 3.78112
H -3.72481 -9.96302 6.67525
H -2.45238 -9.46279 5.55460
H -2.58318 -11.14732 6.00860
C 3.30084 8.08616 -6.71697
N 3.46669 7.99942 -5.28724
C 2.63008 8.92651 -4.54585
P 4.36184 6.87740 -4.34800
O 3.25056 5.99246 -3.84727
N 5.20568 5.64586 -5.21653
C 5.58181 5.67836 -6.61324
C 4.84559 4.27987 -4.84765
N 5.74691 7.85725 -4.31632
C 6.02386 9.03582 -5.11058
C 6.93980 7.28531 -3.68822
H 3.54898 9.09535 -7.07638
H 2.26949 7.86730 -7.01894
H 3.94497 7.41063 -7.27074
H 3.23063 9.70774 -4.05635
H 2.05723 8.40922 -3.76867
H 1.91028 9.42348 -5.19539
H 4.73205 5.46373 -7.27298
H 6.34521 4.92105 -6.81250
H 6.03800 6.62710 -6.90095
H 3.91285 3.95760 -5.32721
H 4.72599 4.18683 -3.77294
H 5.63332 3.57892 -5.13709
H 6.19068 8.79522 -6.16420
H 6.92257 9.53588 -4.74485
H 5.23131 9.77928 -5.03914
H 7.56904 6.77226 -4.42108
H 6.66455 6.56820 -2.91585
H 7.53596 8.05871 -3.19883
C -1.16344 6.14419 0.73293
N -1.58733 5.17460 -0.24315
C -1.36459 3.79952 0.16895
P -2.44582 5.39128 -1.71814
O -3.81382 4.94120 -1.28384
N -2.88642 7.01347 -2.13568
C -2.27778 8.21113 -1.60093
C -4.30776 7.26601 -2.35835
N -1.02241 5.50773 -2.63020
C 0.33176 5.67754 -2.14621
C -1.17188 5.82239 -4.05153
H -0.08664 6.04299 0.93988
H -1.69963 6.02462 1.68292
H -1.30514 7.17220 0.41458
H -0.58254 3.31840 -0.43943
H -2.27759 3.20356 0.07160
H -1.05317 3.73839 1.21198
H -2.64139 8.44329 -0.59148
H -2.51820 9.06936 -2.23613
H -1.18785 8.15719 -1.59357
H -4.85814 7.38536 -1.41670
H -4.76670 6.45864 -2.92118
H -4.43757 8.17754 -2.94885
H 0.49918 6.66974 -1.71547
H 1.05547 5.55249 -2.95278
H 0.60208 4.92256 -1.40867
H -1.12936 6.90180 -4.22723
H -2.12385 5.45329 -4.43231
H -0.38958 5.34302 -4.64405

Calculated values
M (g mol⁻¹): 1225.99
Strongest force on any atom (eV Å⁻¹): 6.4
Total energy (eV): -136230.280
Orbital gap (eV): 7.0
HOMO level (eV): -7.337

Here are the Mulliken charges for atoms 1 to 8, given in e: C -0.99; C -0.79; C 0.07; C -0.49; C -1.12; C -0.44; C -1.41; C -0.56

***

C4H6Cl2O | ωB97M-V/def2-TZVPD

Atoms and positions in Å:
C -1.24336 -0.97792 -0.68157
C 0.12466 0.36444 -0.67413
C 0.25896 -0.36426 -2.00122
C 1.21881 0.57122 0.36784
O -0.92990 -0.99092 -2.03639
Cl 1.66030 -1.44867 -2.01828
Cl 0.45728 0.74444 -3.43390
H -0.99129 -1.87879 -0.33829
H -2.19177 -0.62762 -0.32525
H -0.53686 1.18722 -0.56512
H 1.75665 -0.31604 0.77112
H 0.95943 1.13299 1.25931
H 1.92793 1.08374 -0.19366

Calculated values
M (g mol⁻¹): 141.00
Strongest force on any atom (eV Å⁻¹): 5.4
Total energy (eV): -31335.130
Orbital gap (eV): 10.8
HOMO level (eV): -9.960

Here are the natural (NBO) charges for atoms 1 to 8, given in e: C -0.04; C -0.22; C 0.24; C -0.64; O -0.52; Cl -0.03; Cl -0.06; H 0.16

***

C32H41Cl2N2OP3Ru | ωB97M-V/def2-TZVPD

Atoms and positions in Å:
P 0.83036 -2.41195 -1.15280
C -0.13243 -3.05955 -2.43390
C 0.67727 -3.21267 -3.57704
H 1.64111 -2.69676 -3.62500
C 0.24873 -4.07683 -4.56647
H 0.88783 -4.23675 -5.43740
C -0.98894 -4.72965 -4.42286
H -1.31491 -5.40566 -5.21321
C -1.81502 -4.51911 -3.30555
H -2.77802 -5.03621 -3.21856
C -1.40229 -3.66333 -2.28982
H -2.00604 -3.47737 -1.40037
C 1.88932 -1.07587 -1.55182
C 1.62056 -0.10674 -2.54594
H 0.64826 -0.08525 -3.05100
C 2.64035 0.77292 -2.89962
H 2.46140 1.52794 -3.67853
C 3.90076 0.65036 -2.28888
H 4.71010 1.31919 -2.58836
C 4.15122 -0.30833 -1.29305
H 5.13949 -0.41978 -0.83359
C 3.12912 -1.15034 -0.88717
H 3.28509 -1.93172 -0.13463
C 0.97668 -3.23718 0.35835
C 1.71903 -4.38156 0.00740
H 1.97228 -4.54250 -1.05088
C 2.12343 -5.24043 1.01117
H 2.71643 -6.11520 0.73978
C 1.75929 -4.95245 2.33949
H 2.09055 -5.63556 3.12107
C 0.97949 -3.83391 2.67582
H 0.70674 -3.63195 3.72069
C 0.55027 -2.96171 1.67652
H -0.11981 -2.12290 1.88747
Ru -2.34047 1.32196 0.64171
C -0.91510 2.57335 1.39106
C 0.40072 2.31796 1.36779
H -1.39641 3.43965 1.89041
C 0.80073 0.99366 0.73128
O 1.40759 0.19818 1.81075
H 1.56436 -0.70514 1.47757
C -0.40362 0.28425 0.18712
H 1.55861 1.14895 -0.10774
C -1.59858 -0.14843 -0.16409
Cl -3.87383 2.75287 1.46385
Cl -4.33900 0.05902 -0.25980
P -2.49098 2.41490 -1.37790
C -4.14349 3.10130 -1.72231
H -4.33273 3.92382 -1.02682
H -4.88310 2.31214 -1.55390
H -4.18148 3.44912 -2.76017
C -1.40465 3.86575 -1.46519
H -0.36059 3.55536 -1.34618
H -1.66832 4.54957 -0.65119
H -1.53342 4.36862 -2.43039
C -2.07696 1.44016 -2.85655
H -2.55889 0.45876 -2.79162
H -0.99082 1.31056 -2.92146
H -2.43909 1.97190 -3.74643
P 1.68722 3.36695 2.08103
C 1.00858 4.96774 2.47245
C 2.94847 3.42824 0.80220
H 0.20136 4.85451 3.21345
H 0.61898 5.44302 1.55816
H 1.82816 5.57343 2.89328
H 3.31318 2.41659 0.57104
H 3.77876 4.04921 1.16321
H 2.52120 3.87434 -0.10791
C 2.29159 2.48145 3.51403
H 1.47481 2.37404 4.24071
H 3.11832 3.04822 3.96006
H 2.61812 1.48143 3.19785
H -2.09790 -1.02690 -0.51903
N -3.80662 -0.09257 2.92284
C -3.73790 -0.61552 4.16081
C -2.38971 -0.70300 4.48215
C -1.67911 -0.20060 3.37942
N -2.57670 0.16141 2.44220
H -4.62512 0.15498 2.37005
H -4.62805 -0.86796 4.70408
H -1.95459 -1.07015 5.38570
H -0.61124 -0.06830 3.24114

Calculated values
2S+1: 5
Charge: +2
M (g mol⁻¹): 734.59
Strongest force on any atom (eV Å⁻¹): 5.2
Total energy (eV): -94351.511
Orbital gap (alpha / beta) (eV): 5.3 / 6.4
HOMO level (alpha / beta) (eV): -10.205 / -13.477

Here are the Mulliken charges for atoms 1 to 8, given in e: P 0.05; C 1.23; C -0.22; H 0.41; C -0.82; H 0.43; C -0.47; H 0.42

***

C3H7BrO3 | ωB97M-V/def2-TZVPD

Atoms and positions in Å:
C 0.34426 1.94769 -0.08271
C 1.61104 0.08149 0.71201
C -0.87461 -1.13436 -0.14159
O -1.82288 -0.24636 0.12363
O -1.25071 -2.44207 0.12941
O 1.03830 1.21244 0.99103
Br -0.36199 -1.38409 -2.24646
H 0.80061 1.38343 -0.93175
H 0.53835 3.03428 -0.15987
H -0.63581 1.64704 0.08384
H 1.94038 -0.23403 1.73222
H 2.01986 -0.28384 -0.21791
H -2.77068 -0.56009 0.01880
H -0.57613 -3.02152 -0.01064

Calculated values
M (g mol⁻¹): 170.99
Strongest force on any atom (eV Å⁻¹): 5.6
Total energy (eV): -79404.406
Orbital gap (alpha / beta) (eV): 8.6 / 6.2
HOMO level (alpha / beta) (eV): -8.092 / -7.067

Here are the natural (NBO) charges for atoms 1 to 8, given in e: C -0.26; C 0.03; C 0.51; O -0.73; O -0.73; O -0.47; Br -0.32; H 0.19

***

CHFN2O2S | ωB97M-V/def2-TZVPD

Atoms and positions in Å:
C -0.18210 -1.51298 -0.19964
N -0.12825 -2.66046 0.02768
N -0.18061 -0.30735 -0.55326
O 2.93518 1.44267 0.34294
O 3.60250 -0.49012 -1.07871
F 2.71272 -0.90242 1.24539
S 2.73283 0.10024 -0.11524
H -0.62290 0.40632 0.00146

Calculated values
M (g mol⁻¹): 124.10
Strongest force on any atom (eV Å⁻¹): 2.0
Total energy (eV): -21676.951
Orbital gap (alpha / beta) (eV): 8.3 / 8.0
HOMO level (alpha / beta) (eV): -11.799 / -11.134

What are the natural (NBO) partial charges on each atom? They are as follows, in elementary charge units: C 0.36; N -0.22; N -0.54; O -0.80; O -0.79; F -0.48; S 2.08; H 0.39

***

> Which of these has the highest total energy?

C6H12O

***

Copy entry 1 word for word.
C6H12O | ωB97M-V/def2-TZVPD

Atoms and positions in Å:
C 2.15898 -0.26942 -0.54436
C 1.06957 0.32367 0.35085
C -0.36434 -0.12672 0.03884
C -0.62356 -0.80176 -1.29546
C -1.22930 -0.57637 1.19760
C -1.47863 0.75004 0.56480
O -1.17949 1.87101 1.34284
H 2.03566 0.03407 -1.58993
H 2.17158 -1.36453 -0.51359
H 3.14298 0.08136 -0.21432
H 1.12958 1.41881 0.28677
H 1.30512 0.08533 1.39482
H -0.29890 -0.18244 -2.14022
H -0.10807 -1.76662 -1.36659
H -1.69489 -0.99570 -1.42275
H -0.78629 -0.54774 2.19018
H -1.95284 -1.37272 1.03994
H -2.36813 0.85557 -0.06052
H -0.92905 2.58412 0.74108

Calculated values
M (g mol⁻¹): 100.16
Strongest force on any atom (eV Å⁻¹): 0.3
Total energy (eV): -8463.134
Orbital gap (eV): 10.3
HOMO level (eV): -9.351

Here are the natural (NBO) charges for atoms 1 to 8, given in e: C -0.60; C -0.39; C -0.08; C -0.60; C -0.43; C 0.08; O -0.70; H 0.20